Entry a
{"formula": "C39H41AsBrGeIrN3O4", "method": "the ωB97M-V functional and the def2-TZVPD basis", "s2": 0.77, "spin_multiplicity": 2, "e_homo_ev": [-12.7, -12.7], "gap_ev": [7.30, 4.74], "lumo_energy_ev": [-5.404, -7.967], "charge": 2, "species": ["Ir", "O", "C", "C", "C", "C", "C", "C", "C", "N", "C", "C", "N", "H", "H", "H", "H", "H", "H", "H", "C", "C", "C", "C", "C", "Br", "N", "C", "H", "H", "H", "H", "H", "H", "O", "C", "O", "C", "C", "Ge", "C", "C", "C", "C", "C", "C", "C", "C", "C", "C", "C", "C", "C", "C", "C", "C", "C", "C", "H", "H", "H", "H", "H", "H", "H", "H", "H", "H", "H", "H", "H", "H", "H", "H", "H", "H", "H", "C", "As", "C", "C", "O", "H", "H", "H", "H", "H", "H", "H", "H", "H"], "xyz": [[0.82, -0.87, 1.56], [1.93, -1.59, 2.93], [3.26, -1.54, 3.04], [3.75, -1.91, 4.30], [5.11, -1.91, 4.54], [5.99, -1.54, 3.53], [5.51, -1.17, 2.29], [4.15, -1.16, 2.01], [3.66, -0.77, 0.70], [2.39, -0.70, 0.30], [2.37, -0.26, -1.00], [3.65, -0.09, -1.42], [4.44, -0.43, -0.35], [3.04, -2.19, 5.06], [5.48, -2.20, 5.51], [7.06, -1.53, 3.72], [6.23, -0.88, 1.53], [1.45, -0.03, -1.52], [4.05, 0.23, -2.36], [5.45, -0.40, -0.34], [-1.58, -4.91, 4.25], [-1.53, -3.41, 4.16], [-2.22, -2.58, 5.04], [-2.14, -1.21, 4.90], [-1.36, -0.69, 3.88], [-1.29, 1.18, 3.73], [-0.69, -1.46, 3.01], [-0.78, -2.79, 3.17], [-2.19, -5.23, 5.09], [-0.58, -5.32, 4.39], [-2.00, -5.34, 3.35], [-2.82, -3.01, 5.83], [-2.66, -0.54, 5.57], [-0.22, -3.38, 2.47], [1.40, 1.00, 2.06], [0.62, 1.60, 1.23], [-0.05, 0.85, 0.47], [0.48, 3.08, 1.21], [-0.07, 3.63, -0.10], [-1.14, 2.49, -1.32], [-1.66, 3.84, -2.68], [-2.96, 4.32, -2.81], [-3.26, 5.31, -3.73], [-2.27, 5.86, -4.53], [-0.96, 5.39, -4.40], [-0.67, 4.39, -3.49], [-0.03, 1.27, -2.38], [-0.61, 0.42, -3.33], [0.17, -0.35, -4.17], [1.55, -0.28, -4.10], [2.15, 0.56, -3.17], [1.36, 1.32, -2.31], [-2.78, 1.80, -0.56], [-3.06, 1.97, 0.79], [-4.26, 1.57, 1.34], [-5.22, 0.96, 0.54], [-4.96, 0.78, -0.81], [-3.76, 1.19, -1.36], [1.43, 3.52, 1.51], [-0.21, 3.28, 2.03], [0.75, 4.00, -0.73], [-0.72, 4.48, 0.10], [-3.76, 3.92, -2.20], [-4.28, 5.67, -3.82], [-2.50, 6.64, -5.24], [-0.18, 5.81, -5.02], [0.35, 4.03, -3.43], [-1.69, 0.38, -3.43], [-0.31, -0.99, -4.91], [2.16, -0.86, -4.78], [3.23, 0.64, -3.14], [1.85, 1.98, -1.60], [-2.32, 2.45, 1.43], [-4.46, 1.73, 2.40], [-6.17, 0.65, 0.96], [-5.71, 0.32, -1.44], [-3.60, 1.07, -2.42], [1.66, -3.44, -1.75], [-0.05, -2.84, -1.10], [-1.27, -4.30, -1.16], [-0.75, -1.37, -2.11], [0.03, -2.42, 0.54], [1.96, -2.86, -2.62], [1.59, -4.49, -2.01], [2.39, -3.31, -0.95], [-1.37, -4.64, -2.19], [-2.23, -3.97, -0.77], [-0.88, -5.12, -0.54], [-0.18, -1.21, -3.02], [-0.73, -0.47, -1.49], [-1.79, -1.59, -2.36]]}


Entry b
{"formula": "C39H41AsBrGeIrN3O4", "method": "the ωB97M-V functional and the def2-TZVPD basis", "s2": 0.77, "spin_multiplicity": 2, "e_homo_ev": [-12.1, -12.1], "gap_ev": [6.38, 3.90], "lumo_energy_ev": [-5.715, -8.197], "charge": 2, "species": ["Ir", "O", "C", "C", "C", "C", "C", "C", "C", "N", "C", "C", "N", "H", "H", "H", "H", "H", "H", "H", "C", "C", "C", "C", "C", "Br", "N", "C", "H", "H", "H", "H", "H", "H", "O", "C", "O", "C", "C", "Ge", "C", "C", "C", "C", "C", "C", "C", "C", "C", "C", "C", "C", "C", "C", "C", "C", "C", "C", "H", "H", "H", "H", "H", "H", "H", "H", "H", "H", "H", "H", "H", "H", "H", "H", "H", "H", "H", "C", "As", "C", "C", "O", "H", "H", "H", "H", "H", "H", "H", "H", "H"], "xyz": [[0.93, -1.15, 1.66], [2.00, -1.57, 3.17], [3.31, -1.46, 3.32], [3.75, -1.58, 4.65], [5.09, -1.48, 4.95], [6.02, -1.26, 3.93], [5.59, -1.15, 2.61], [4.24, -1.24, 2.28], [3.81, -1.12, 0.90], [2.55, -1.19, 0.46], [2.57, -1.00, -0.91], [3.86, -0.86, -1.30], [4.62, -0.94, -0.16], [3.01, -1.73, 5.42], [5.43, -1.56, 5.97], [7.07, -1.17, 4.16], [6.34, -0.98, 1.85], [1.67, -0.94, -1.49], [4.30, -0.71, -2.27], [5.62, -0.86, -0.12], [-1.36, -4.96, 4.81], [-1.34, -3.48, 4.55], [-2.02, -2.58, 5.35], [-1.97, -1.23, 5.06], [-1.24, -0.81, 3.97], [-1.21, 1.03, 3.59], [-0.57, -1.66, 3.18], [-0.63, -2.96, 3.49], [-1.94, -5.20, 5.69], [-0.35, -5.35, 4.96], [-1.79, -5.50, 3.96], [-2.59, -2.93, 6.21], [-2.49, -0.50, 5.67], [-0.07, -3.62, 2.83], [1.49, 0.77, 1.84], [0.68, 1.29, 0.98], [0.04, 0.48, 0.26], [0.49, 2.78, 0.98], [-0.12, 3.48, -0.26], [-1.25, 2.54, -1.60], [-1.70, 4.21, -2.60], [-2.97, 4.78, -2.62], [-3.20, 6.01, -3.24], [-2.16, 6.69, -3.85], [-0.89, 6.13, -3.85], [-0.67, 4.90, -3.24], [-0.34, 1.72, -3.14], [-1.06, 1.27, -4.25], [-0.43, 0.81, -5.39], [0.96, 0.79, -5.46], [1.70, 1.24, -4.37], [1.05, 1.70, -3.23], [-3.01, 1.92, -1.04], [-3.29, 1.81, 0.31], [-4.56, 1.45, 0.76], [-5.57, 1.20, -0.17], [-5.30, 1.30, -1.52], [-4.03, 1.66, -1.96], [1.44, 3.22, 1.29], [-0.19, 2.91, 1.83], [0.67, 3.93, -0.86], [-0.76, 4.28, 0.09], [-3.80, 4.29, -2.14], [-4.19, 6.43, -3.23], [-2.34, 7.64, -4.33], [-0.07, 6.65, -4.33], [0.33, 4.48, -3.28], [-2.15, 1.31, -4.24], [-1.01, 0.47, -6.24], [1.46, 0.46, -6.36], [2.78, 1.26, -4.43], [1.65, 2.05, -2.39], [-2.52, 2.01, 1.05], [-4.77, 1.39, 1.82], [-6.56, 0.94, 0.17], [-6.08, 1.12, -2.25], [-3.85, 1.76, -3.02], [1.92, -4.28, -1.11], [0.18, -3.60, -0.66], [-1.02, -5.06, -0.48], [-0.50, -2.38, -1.97], [0.18, -2.85, 0.87], [2.25, -3.88, -2.07], [1.87, -5.36, -1.15], [2.62, -3.98, -0.32], [-1.08, -5.60, -1.43], [-2.01, -4.68, -0.21], [-0.66, -5.73, 0.30], [0.12, -2.39, -2.87], [-0.51, -1.38, -1.55], [-1.52, -2.67, -2.22]]}


Most stable one: entry b, least stable one: entry a.


Entry a
{"formula": "CH4N3", "method": "the ωB97M-V functional and the def2-TZVPD basis", "spin_multiplicity": 1, "e_homo_ev": -16.7, "gap_ev": 10.20, "lumo_energy_ev": -6.468, "charge": 1, "species": ["C", "N", "N", "N", "H", "H", "H", "H"], "xyz": [[-0.06, 0.50, 0.76], [0.06, -1.52, 2.15], [-0.09, -0.56, 1.57], [0.06, -0.56, -0.75], [0.91, 0.98, 1.10], [-0.89, 1.24, 0.82], [1.13, -0.60, -0.86], [-0.36, 0.09, -1.53]]}


Entry b
{"formula": "CH4N3", "method": "the ωB97M-V functional and the def2-TZVPD basis", "spin_multiplicity": 1, "e_homo_ev": [-14.2, -13.4], "gap_ev": [8.66, 7.18], "lumo_energy_ev": [-5.537, -6.193], "charge": 1, "species": ["C", "N", "N", "N", "H", "H", "H", "H"], "xyz": [[-0.27, 0.19, 0.21], [2.89, 0.14, -0.21], [2.10, -0.54, 0.22], [-1.10, -0.74, -0.09], [-0.47, 1.34, 0.33], [2.88, 1.10, -0.67], [-2.20, -0.65, -0.26], [-0.79, -1.64, -0.10]]}


Most stable one: entry a, least stable one: entry b.


Entry a
{"formula": "CH4N3", "method": "the ωB97M-V functional and the def2-TZVPD basis", "spin_multiplicity": 1, "e_homo_ev": -17.5, "gap_ev": 9.67, "lumo_energy_ev": -7.826, "charge": 1, "species": ["C", "N", "N", "N", "H", "H", "H", "H"], "xyz": [[-0.06, -0.33, -0.19], [-3.45, -0.40, -0.07], [-2.58, 0.23, 0.12], [-0.79, 0.78, -0.10], [0.00, -1.00, 0.72], [-0.14, -1.00, -0.98], [0.79, 0.23, -0.46], [-0.81, 1.40, 0.81]]}


Entry b
{"formula": "CH4N3", "method": "the ωB97M-V functional and the def2-TZVPD basis", "spin_multiplicity": 1, "e_homo_ev": [-14.0, -14.0], "gap_ev": [8.22, 8.23], "lumo_energy_ev": [-5.753, -5.750], "charge": 1, "species": ["C", "N", "N", "N", "H", "H", "H", "H"], "xyz": [[0.23, -0.75, 0.03], [-1.87, 1.42, 0.34], [-0.93, 1.13, -0.21], [1.44, -0.45, -0.29], [-0.03, -1.84, 0.16], [-2.72, 0.98, 0.91], [2.15, -0.99, -0.67], [1.73, 0.50, -0.26]]}


Most stable one: entry a, least stable one: entry b.


Entry a
{"formula": "C2H2BrN3", "method": "the ωB97M-V functional and the def2-TZVPD basis", "spin_multiplicity": 1, "e_homo_ev": -10.0, "gap_ev": 7.86, "lumo_energy_ev": -2.116, "species": ["C", "C", "N", "N", "N", "Br", "H", "H"], "xyz": [[-0.63, 1.79, 1.14], [0.21, -0.07, -0.04], [-0.65, 2.93, 1.33], [1.00, 0.30, -0.86], [-0.58, 0.45, 0.86], [-1.13, -2.43, -0.26], [1.17, -0.23, -1.71], [-1.36, -0.21, 0.95]]}


Entry b
{"formula": "C2H2BrN3", "method": "the ωB97M-V functional and the def2-TZVPD basis", "spin_multiplicity": 1, "e_homo_ev": -9.7, "gap_ev": 9.64, "lumo_energy_ev": -0.020, "species": ["C", "C", "N", "N", "N", "Br", "H", "H"], "xyz": [[1.16, -2.91, -1.43], [0.76, -0.89, -0.66], [1.79, -3.67, -1.98], [0.31, -2.14, -0.81], [0.10, 0.02, -0.03], [2.48, -0.35, -1.51], [-0.87, -0.16, 0.44], [0.56, 0.97, 0.14]]}


Most stable one: entry b, least stable one: entry a.